Below is a 5-piece molecular cluster, C17H27N7O2P overall in a non-equilibrium geometry, with properties calculated with ωB97M-V/def2-TZVPD.

ORCA input file:
```
! wB97M-V def2-TZVPD RIJCOSX def2/J DEFGRID3
* xyz 1 1
N -0.49 -3.31 -0.92
C 0.75 -3.90 -0.63
N 0.76 -5.22 -0.02
N 1.93 -3.30 -0.85
P 2.67 -2.92 -2.46
O 1.47 -2.95 -3.63
O 3.91 -4.01 -2.82
H -1.02 -3.39 -0.04
H -1.00 -3.94 -1.56
H 1.64 -5.62 -0.35
H 0.96 -5.02 0.98
H 2.48 -3.09 -0.02
H 1.67 -3.62 -4.31
H 3.84 -4.79 -2.24
N -2.03 0.45 0.06
C -1.22 -0.21 -0.82
C -1.09 0.58 -1.94
C -1.85 1.75 -1.73
C -2.42 1.65 -0.48
H -2.31 0.11 0.96
H -0.80 -1.17 -0.58
H -0.51 0.34 -2.82
H -1.97 2.59 -2.40
H -3.07 2.31 0.06
N 1.37 1.42 0.01
C 2.24 2.36 -0.47
C 3.44 2.20 0.17
C 3.30 1.12 1.07
C 2.01 0.65 0.95
H 0.41 1.31 -0.27
H 1.93 3.06 -1.23
H 4.33 2.79 0.00
H 4.05 0.72 1.74
H 1.50 -0.15 1.45
N -4.02 5.01 -1.05
C -2.69 5.21 -0.80
C -2.40 6.53 -1.06
C -3.61 7.15 -1.48
C -4.59 6.19 -1.46
H -4.51 4.14 -0.95
H -2.06 4.40 -0.46
H -1.44 6.99 -0.96
H -3.74 8.18 -1.76
H -5.64 6.24 -1.71
N 1.57 -3.63 3.35
C 1.48 -2.33 2.92
C 0.40 -1.76 3.55
C -0.17 -2.74 4.39
C 0.57 -3.89 4.25
H 2.26 -4.30 3.05
H 2.18 -1.93 2.21
H 0.07 -0.74 3.43
H -1.03 -2.63 5.03
H 0.47 -4.86 4.71
*
```

Computed properties:
* HOMO energy: -9.66 eV
* gap between HOMO and LUMO: 0.1246 Ha
* ΔE to the lowest compared entry with this formula, charge and spin: 56.86 kcal/mol
* lowest unoccupied orbital energy: -6.267 eV